*i*
Molecular formula: C6H12NO
Method: DFT, wB97M-V/def2-TZVPD

Each line ends with the Mulliken charge.
Geometry (Å):
O (-0.942, -0.743, -0.262)  -0.507
N (-1.661, 1.640, -0.283)  -0.125
C (-0.467, 0.715, 0.234)  1.011
C (0.774, 0.899, -0.559)  -0.990
C (0.846, -2.420, -0.244)  -1.300
C (0.160, -1.307, -0.982)  0.262
C (1.145, -0.132, -1.290)  -0.332
C (-0.307, 0.827, 1.697)  -1.614
H (-0.916, -0.025, 2.231)  0.346
H (-0.542, 1.771, 2.080)  0.552
H (1.593, -2.960, -0.800)  0.392
H (1.302, 1.766, -0.197)  0.469
H (1.294, -2.006, 0.656)  0.297
H (-1.200, 1.982, -1.087)  0.402
H (2.037, -0.387, -1.827)  0.477
H (-1.792, 2.337, 0.438)  0.366
H (0.793, 0.518, 1.976)  0.328
H (-0.252, -1.665, -2.000)  0.300
H (0.225, -3.203, 0.261)  0.343
H (-2.456, 1.103, -0.532)  0.323

Output
Lowest unoccupied orbital energy   -3.41 eV
Frontier orbital gap   10.820 eV
SMILES string   C[C@@H]1C=C[C@@](C)([NH3+])O1
Total charge   +1
Multiplicity   1

***

*ii*
Molecular formula: C6H12NO
Method: DFT, wB97M-V/def2-TZVPD

Each line ends with the Mulliken charge.
Geometry (Å):
O (-2.796, -0.217, -0.400)  -0.199
N (-0.140, -0.701, 0.052)  0.106
C (0.296, 0.684, 0.602)  -0.022
C (1.499, 1.243, -0.060)  -1.317
C (-0.037, -1.712, 1.060)  -1.002
C (-1.022, 1.459, 0.145)  -0.878
C (-1.861, 0.396, -0.190)  0.574
C (0.218, -0.998, -1.363)  -1.024
H (0.635, -1.470, 1.861)  0.374
H (1.386, 2.335, 0.207)  0.418
H (2.412, 0.827, 0.473)  0.324
H (-0.800, 2.093, -0.734)  0.374
H (1.187, -1.400, -1.551)  0.399
H (-1.009, -1.969, 1.538)  0.299
H (-0.500, -1.885, -1.695)  0.370
H (1.401, 1.328, -1.184)  0.324
H (-1.332, 2.142, 0.804)  0.542
H (0.263, 0.648, 1.763)  0.533
H (-0.139, -0.171, -1.990)  0.411
H (0.338, -2.633, 0.661)  0.393

Output
Lowest unoccupied orbital energy   -4.19 eV
Frontier orbital gap   9.849 eV
Total charge   +1
Multiplicity   1

***

Stability ranking, top and bottom: *i* is the most stable and *ii* is the least stable.

***

*i*
Molecular formula: C6H12NO
Method: DFT, wB97M-V/def2-TZVPD

Each line ends with the Mulliken charge.
Geometry (Å):
O (2.277, -0.076, -0.167)  -0.281
N (-0.223, -0.520, 0.019)  0.226
C (0.174, 0.854, 0.124)  0.241
C (1.635, -1.197, 0.144)  -0.106
C (-0.943, -0.951, 1.255)  -1.010
C (-0.727, -0.834, -1.327)  -0.898
C (1.453, 1.049, 0.193)  -0.312
C (-0.770, 1.985, 0.036)  -1.251
H (-1.743, -0.560, -1.459)  0.397
H (-0.083, -0.248, -2.153)  0.335
H (-0.114, 2.691, -0.541)  0.409
H (-1.482, 1.770, -0.752)  0.336
H (-0.428, -0.528, 2.121)  0.392
H (1.771, -2.046, -0.674)  0.319
H (1.679, -1.583, 1.202)  0.288
H (2.056, 1.949, 0.072)  0.455
H (-0.402, -1.838, -1.555)  0.339
H (-1.953, -0.492, 1.119)  0.385
H (-1.023, 2.518, 0.908)  0.332
H (-1.156, -1.944, 1.436)  0.404

Output
Lowest unoccupied orbital energy   -3.73 eV
Frontier orbital gap   10.306 eV
Total charge   +1
Multiplicity   1

***

*ii*
Molecular formula: C6H12NO
Method: DFT, wB97M-V/def2-TZVPD

Each line ends with the Mulliken charge.
Geometry (Å):
O (1.541, -2.084, -0.112)  -0.196
N (0.288, -0.138, -0.351)  0.017
C (-0.578, 0.561, -1.218)  -1.085
C (0.456, 0.479, 0.918)  -0.664
C (-2.067, 0.787, -0.731)  -1.023
C (2.180, -1.334, 0.646)  0.092
C (0.241, -1.577, -0.414)  -0.493
C (1.812, -0.110, 1.328)  -0.488
H (-0.472, -2.149, 0.227)  0.323
H (-0.473, 0.209, -2.169)  0.697
H (-0.177, -1.842, -1.344)  0.424
H (2.046, -0.180, 2.447)  0.413
H (-0.234, 0.291, 1.661)  0.328
H (-0.158, 1.559, -1.405)  0.451
H (-2.688, 0.149, -0.088)  0.343
H (-1.974, 1.664, -0.007)  0.287
H (0.376, 1.655, 0.730)  0.431
H (2.634, 0.634, 0.951)  0.294
H (-2.628, 0.966, -1.581)  0.362
H (3.136, -1.709, 0.839)  0.487

Output
Lowest unoccupied orbital energy   -5.19 eV
Frontier orbital gap   8.306 eV
Total charge   +1
Multiplicity   1

***

Stability ranking, top and bottom: *ii* is the most stable and *i* is the least stable.

***

*i*
Molecular formula: C2H10NO2S
Method: DFT, wB97M-V/def2-TZVPD

Each line ends with the Mulliken charge.
Geometry (Å):
S (0.171, -0.418, -1.038)  -0.629
O (1.590, 1.698, 0.564)  -0.661
O (3.583, 3.154, -1.925)  -0.686
N (-1.394, -2.720, 0.886)  -0.658
C (-1.069, -0.350, 0.256)  -0.581
C (-2.061, -1.495, 0.501)  -0.485
H (1.129, 1.036, -0.164)  0.283
H (3.006, 2.942, -2.671)  0.313
H (-0.497, -2.535, 1.448)  0.296
H (3.343, 2.468, -1.173)  0.350
H (1.326, 1.478, 1.502)  0.251
H (-1.816, 0.427, -0.091)  0.197
H (-2.741, -1.479, -0.452)  0.213
H (-2.968, -1.222, 1.278)  0.206
H (-0.963, -3.024, -0.075)  0.331
H (-0.639, 0.041, 1.154)  0.259

Output
Lowest unoccupied orbital energy   3.82 eV
Frontier orbital gap   7.032 eV
Total charge   -1
Multiplicity   1

***

*ii*
Molecular formula: C2H10NO2S
Method: DFT, wB97M-V/def2-TZVPD

Each line ends with the Mulliken charge.
Geometry (Å):
S (2.820, 0.090, -0.417)  -0.627
O (-1.457, 3.195, -0.474)  -0.665
O (-1.427, -2.794, 1.325)  -0.723
N (0.102, -1.379, -0.546)  -0.666
C (0.172, -0.143, 0.275)  -0.336
C (1.168, 0.893, -0.316)  -0.686
H (-1.214, 2.544, -1.125)  0.340
H (-0.839, -2.453, 0.602)  0.484
H (-0.819, 0.362, 0.230)  0.136
H (-0.813, -2.974, 2.051)  0.284
H (1.129, -1.520, -0.658)  0.204
H (0.475, -0.421, 1.273)  0.265
H (-1.117, 2.731, 0.306)  0.329
H (1.147, 1.799, 0.284)  0.243
H (-0.134, -1.056, -1.485)  0.232
H (0.805, 1.128, -1.326)  0.189

Output
Lowest unoccupied orbital energy   3.79 eV
Frontier orbital gap   6.795 eV
Total charge   -1
Multiplicity   1

***

*iii*
Molecular formula: C2H10NO2S
Method: DFT, wB97M-V/def2-TZVPD

Each line ends with the Mulliken charge.
Geometry (Å):
S (1.991, -1.599, -0.362)  -0.630
O (1.541, 0.866, 4.014)  -0.695
O (-1.932, 2.128, -2.621)  -0.713
N (-0.102, 0.473, -1.258)  -0.563
C (0.263, -1.748, 0.024)  -0.641
C (-0.485, -0.362, -0.060)  -0.503
H (-0.357, -2.256, -0.803)  0.192
H (0.758, 1.039, -0.980)  0.247
H (-0.097, 0.026, 0.797)  0.188
H (0.427, -0.064, -1.959)  0.290
H (1.603, -0.092, 3.723)  0.340
H (-0.023, -2.448, 1.078)  0.205
H (-1.288, 1.431, -2.553)  0.411
H (2.084, 1.361, 3.262)  0.338
H (-2.773, 1.624, -2.339)  0.290
H (-1.610, -0.380, 0.036)  0.241

Output
Lowest unoccupied orbital energy   3.73 eV
Frontier orbital gap   6.600 eV
Total charge   -1
Multiplicity   1

***

Stability ranking, top and bottom: *ii* is the most stable and *iii* is the least stable.